Below is a structure of composition C55H50IN7O2PSSnTe, with properties calculated with ωB97M-V/def2-TZVPD.

## Properties
net charge	+3
electronic energy	-113696.7670	eV

Last column: Löwdin charge in e.
Positions of all 119 atoms, in Å:
Sn: 0.4473 0.1606 0.6011  0.98
C: 4.4326 0.0421 -2.5761  -0.04
O: 4.2574 1.2983 -1.9305  0.06
C: 3.2112 1.1916 -1.1361  -0.35
N: 2.6388 0.0437 -1.0495  0.06
C: 3.3996 -0.8756 -1.8815  -0.30
C: 2.6225 -1.7788 -2.7948  -0.19
C: 1.3120 -2.1294 -2.5090  -0.09
C: 0.6168 -2.9980 -3.3302  -0.08
C: 1.2358 -3.5403 -4.4457  -0.05
C: 2.5513 -3.2062 -4.7292  -0.05
C: 3.2483 -2.3412 -3.9057  -0.02
C: 2.7688 2.4075 -0.4495  -0.18
C: 3.4838 3.5968 -0.5682  0.07
C: 2.9793 4.7392 0.0362  0.03
C: 1.7837 4.6587 0.7326  0.07
C: 1.1490 3.4200 0.8166  -0.16
N: 1.6370 2.3251 0.2447  0.06
C: -0.0837 3.2692 1.5909  -0.33
N: -0.6199 2.1434 1.9035  0.07
C: -1.6904 2.4407 2.8642  -0.23
C: -1.7996 3.9816 2.7855  -0.04
O: -0.6262 4.3686 2.0666  0.07
C: -3.0177 1.7495 2.6703  -0.20
C: -4.1272 2.2347 3.3557  -0.02
C: -5.3554 1.6109 3.2181  -0.04
C: -5.4947 0.5140 2.3828  -0.05
C: -4.3930 0.0257 1.7010  -0.06
C: -3.1589 0.6341 1.8623  -0.11
H: 5.4737 -0.2630 -2.4565  0.15
H: 4.2117 0.1710 -3.6419  0.13
H: 3.9159 -1.5723 -1.1614  0.02
H: 0.8412 -1.6919 -1.6368  0.00
H: -0.4075 -3.2537 -3.1037  0.11
H: 0.7017 -4.2250 -5.0875  0.12
H: 3.0396 -3.6209 -5.5961  0.12
H: 4.2788 -2.1080 -4.1219  0.12
H: 4.4087 3.6203 -1.1197  0.14
H: 3.5066 5.6768 -0.0446  0.14
H: 1.3461 5.5253 1.2046  0.14
H: -1.3131 2.1334 3.8520  0.14
H: -1.8008 4.4766 3.7555  0.15
H: -2.6719 4.3043 2.2074  0.13
H: -4.0316 3.0959 4.0016  0.12
H: -6.2029 1.9849 3.7712  0.12
H: -6.4579 0.0409 2.2724  0.12
H: -4.4920 -0.8263 1.0461  0.10
H: -2.2769 0.2586 1.3445  0.00
I: -1.2582 -2.3551 0.3469  0.96
C: -3.1173 -2.3945 -0.8405  -0.49
C: -3.9032 -3.4609 -0.4850  -0.16
C: -5.0892 -3.7397 -1.1693  -0.04
C: -5.4309 -2.9509 -2.2266  0.00
C: -4.6408 -1.8414 -2.5938  -0.14
C: -5.0744 -1.0879 -3.7033  0.01
C: -4.4054 0.0340 -4.0933  -0.02
C: -3.2750 0.4190 -3.3782  -0.09
C: -2.7724 -0.2972 -2.3047  -0.27
P: -1.2450 0.5626 -1.6806  1.00
C: -1.8719 2.2903 -1.6523  -0.37
C: -1.4966 3.2719 -2.5648  -0.09
C: -2.0751 4.5274 -2.5109  -0.05
C: -3.0188 4.8282 -1.5426  -0.05
C: -3.4156 3.8503 -0.6461  -0.06
C: -2.8514 2.5886 -0.7081  -0.09
C: -0.1957 0.5599 -3.1814  -0.37
C: 0.8900 1.4322 -3.1948  -0.14
C: 1.7261 1.5014 -4.2932  -0.07
C: 1.5001 0.6833 -5.3890  -0.04
C: 0.4297 -0.1937 -5.3783  -0.04
C: -0.4207 -0.2517 -4.2877  -0.08
C: -3.4396 -1.4842 -1.8733  -0.19
H: -3.6087 -4.1072 0.3251  0.09
H: -5.6900 -4.5830 -0.8732  0.12
H: -6.3199 -3.1569 -2.8035  0.13
H: -5.9524 -1.4153 -4.2377  0.13
H: -4.7343 0.6270 -4.9310  0.12
H: -2.7694 1.3180 -3.7006  0.11
H: -0.7801 3.0625 -3.3429  0.10
H: -1.8031 5.2635 -3.2505  0.12
H: -3.4531 5.8139 -1.5029  0.12
H: -4.1883 4.0578 0.0803  0.12
H: -3.2009 1.8158 -0.0415  0.08
H: 1.0480 2.0808 -2.3417  0.09
H: 2.5356 2.2154 -4.3065  0.12
H: 2.1490 0.7410 -6.2491  0.12
H: 0.2456 -0.8246 -6.2337  0.12
H: -1.2694 -0.9169 -4.3172  0.11
Te: 3.5143 -2.5882 0.9246  1.35
C: 4.5475 -4.3377 0.6897  -0.97
C: 4.0620 -5.5652 0.2503  -0.18
C: 5.0386 -6.5492 0.2449  -0.11
C: 6.2683 -6.0835 0.6758  -0.30
S: 6.2494 -4.4478 1.0909  1.03
H: 3.0399 -5.7198 -0.0488  0.12
H: 4.8715 -7.5677 -0.0556  0.13
H: 7.1753 -6.6530 0.7605  0.10
C: 1.6785 0.8768 4.1728  -0.18
N: 1.7116 0.7059 5.6023  -0.08
C: 2.7695 -0.2252 5.9645  -0.14
N: 2.5066 -1.5106 5.3179  -0.08
C: 2.4755 -1.3177 3.8953  -0.27
N: 1.4038 -0.3998 3.4702  -0.14
C: 0.1323 -0.9441 4.0005  -0.20
N: 0.1585 -1.1031 5.4326  -0.08
C: 0.4304 0.1819 6.0654  -0.14
C: 1.2259 -2.0280 5.7927  -0.14
H: 2.6464 1.2582 3.8324  0.13
H: 0.8976 1.5923 3.9074  0.10
H: 2.7949 -0.3597 7.0461  0.14
H: 3.7343 0.1620 5.6296  0.13
H: 2.3260 -2.2893 3.3904  0.06
H: 3.4375 -0.8980 3.5747  0.10
H: -0.0401 -1.9198 3.5325  0.11
H: -0.6832 -0.2680 3.7245  0.11
H: 0.4628 0.0548 7.1482  0.14
H: -0.3653 0.8871 5.8140  0.13
H: 1.0346 -3.0045 5.3420  0.13
H: 1.2601 -2.1364 6.8779  0.14

=====

Below is a structure of composition C55H54BiN3O8S4, with properties calculated with ωB97M-V/def2-TZVPD.

## Properties
relative energy (zero: lowest compared OMol25 entry of this formula, charge and spin)	0.0000	eV

Last column: Löwdin charge in e.
Positions of all 125 atoms, in Å:
Bi: 0.2170 -1.6307 1.4112  1.83
C: 1.7090 -5.1585 3.9905  0.00
C: 1.6225 -3.8353 3.2854  -0.24
N: 0.8579 -3.7093 2.2472  -0.13
N: 0.2933 -4.8847 1.7720  -0.05
C: -0.2555 -4.7815 0.6188  -1.07
S: -0.4086 -3.3548 -0.3814  0.56
S: -0.9757 -6.2031 -0.1346  0.91
C: -0.1848 -7.5567 0.7931  -0.42
C: 1.1291 -7.9836 0.2009  -0.29
C: 1.1777 -9.0521 -0.6874  -0.05
C: 2.3782 -9.4459 -1.2602  -0.09
C: 3.5489 -8.7700 -0.9511  -0.10
C: 3.5096 -7.6997 -0.0681  -0.08
C: 2.3092 -7.3101 0.5049  -0.04
C: 2.5074 -2.7438 3.6811  -0.13
C: 3.0089 -2.6825 4.9946  -0.05
C: 4.0358 -1.8431 5.3462  -0.10
C: 4.6419 -1.0701 4.3451  -0.10
C: 4.1625 -1.0828 3.0619  -0.02
C: 3.0277 -1.8494 2.7037  -0.39
O: 2.5296 -1.7179 1.5047  -0.30
H: 2.1550 -5.8971 3.3247  0.08
H: 0.7111 -5.5181 4.2376  0.09
H: 2.3198 -5.0902 4.8840  0.07
H: -0.9061 -8.3726 0.7568  0.07
H: -0.0866 -7.2191 1.8220  0.07
H: 0.2646 -9.5802 -0.9355  0.11
H: 2.3984 -10.2812 -1.9479  0.10
H: 4.4869 -9.0751 -1.3955  0.10
H: 4.4173 -7.1629 0.1751  0.10
H: 2.2783 -6.4645 1.1786  0.09
H: 2.5597 -3.3104 5.7533  0.11
H: 4.3893 -1.8017 6.3670  0.09
H: 5.4935 -0.4458 4.5900  0.10
H: 4.6027 -0.4648 2.2895  0.12
C: 3.6916 6.6388 1.5671  -0.05
C: 2.7491 5.5360 1.1691  -0.27
C: 2.5681 5.2081 -0.1747  -0.03
C: 1.6980 4.2027 -0.5530  -0.05
C: 0.9904 3.5229 0.4276  -0.34
C: 1.1571 3.8139 1.7654  -0.06
C: 2.0354 4.8274 2.1277  -0.04
S: -0.1084 2.2021 -0.0455  1.02
O: -0.6212 1.6007 1.2328  -0.52
C: -1.4536 3.2228 -0.6595  -0.28
C: -2.2900 3.8602 0.2831  -0.04
C: -3.4031 4.5118 -0.1429  -0.01
C: -3.7514 4.5217 -1.5201  -0.15
C: -4.9403 5.1470 -1.9687  -0.03
C: -5.2902 5.1213 -3.2864  -0.07
C: -4.4637 4.4630 -4.2225  -0.07
C: -3.3059 3.8624 -3.8213  -0.01
C: -2.9124 3.8799 -2.4580  -0.11
C: -1.7165 3.2362 -2.0027  -0.15
C: -0.7772 2.6504 -3.0110  -0.16
C: -0.0488 3.5488 -3.8605  -0.12
C: -0.1197 4.9592 -3.7050  -0.02
C: 0.6009 5.7900 -4.5131  -0.07
C: 1.4297 5.2612 -5.5267  -0.07
C: 1.5287 3.9111 -5.6894  -0.03
C: 0.8043 3.0238 -4.8563  -0.15
C: 0.9445 1.6168 -4.9890  0.00
C: 0.2877 0.7785 -4.1463  -0.04
C: -0.5761 1.3066 -3.1602  -0.28
S: -1.2647 0.1793 -1.9528  0.99
O: -0.0808 -0.6656 -1.5692  -0.60
C: -2.2872 -0.8438 -2.9714  -0.36
C: -3.6068 -0.4622 -3.1507  -0.06
C: -4.4512 -1.2816 -3.8829  -0.03
C: -3.9962 -2.4862 -4.4104  -0.27
C: -4.9257 -3.4057 -5.1530  -0.05
C: -2.6661 -2.8486 -4.2049  -0.02
C: -1.8064 -2.0384 -3.4845  -0.07
H: 4.5445 6.6883 0.8910  0.08
H: 4.0663 6.4907 2.5790  0.08
H: 3.1915 7.6089 1.5375  0.08
H: 3.1273 5.7421 -0.9332  0.12
H: 1.5760 3.9467 -1.5986  0.11
H: 0.6040 3.2381 2.4961  0.08
H: 2.1734 5.0710 3.1752  0.11
H: -2.0327 3.8009 1.3325  0.11
H: -4.0519 5.0156 0.5630  0.12
H: -5.5719 5.6397 -1.2399  0.11
H: -6.2032 5.5978 -3.6171  0.10
H: -4.7514 4.4338 -5.2648  0.11
H: -2.6821 3.3581 -4.5471  0.12
H: -0.7454 5.3762 -2.9280  0.12
H: 0.5388 6.8611 -4.3755  0.11
H: 1.9910 5.9295 -6.1657  0.10
H: 2.1734 3.4933 -6.4525  0.11
H: 1.6004 1.2244 -5.7559  0.12
H: 0.4244 -0.2927 -4.2073  0.11
H: -3.9729 0.4608 -2.7164  0.11
H: -5.4839 -0.9910 -4.0292  0.11
H: -5.8950 -2.9390 -5.3200  0.07
H: -5.0873 -4.3230 -4.5849  0.09
H: -4.5104 -3.6892 -6.1206  0.08
H: -2.3024 -3.7889 -4.6009  0.12
H: -0.7862 -2.3400 -3.2877  0.10
O: -2.2187 -0.6666 0.6546  -0.21
H: -2.0812 0.1847 1.0949  0.00
H: -2.7768 -1.2340 1.2444  -0.01
O: 2.2839 0.5308 -0.2248  -0.10
H: 1.7032 0.0544 -0.8362  -0.01
H: 2.6332 -0.1330 0.3918  0.00
O: -3.3695 -2.2634 2.3411  -0.02
C: -2.5067 -2.5444 3.1688  -0.50
O: -1.2639 -2.2602 3.1193  -0.26
H: -2.8054 -3.1064 4.0728  0.13
C: -1.4879 0.9684 4.1020  -0.03
N: -0.2533 1.6371 4.4756  -0.14
C: -0.3578 2.8939 5.1937  -0.05
C: 0.9438 1.0897 4.1643  -0.49
C: 2.1759 1.8153 4.6512  0.03
O: 1.0598 0.0525 3.5225  -0.04
H: -2.1789 0.9904 4.9459  0.10
H: -1.2774 -0.0682 3.8524  0.06
H: -1.9482 1.4586 3.2427  0.08
H: -1.4071 3.1778 5.2284  0.09
H: 0.1876 3.6975 4.6943  0.08
H: 0.0059 2.8171 6.2208  0.09
H: 2.2855 2.7751 4.1455  0.06
H: 3.0356 1.1925 4.4219  0.07
H: 2.1361 2.0043 5.7244  0.09